# 1
19
Properties=species:S:1:pos:R:3:lowdin_charge:R:1 method="wB97M-V/def2-TZVPD" smiles="C=C(C)/C=C/C.O" total_energy_ev=-8461.238 e_above_lowest_ev=3.1158 orbital_gap_ev=8.12
C -1.14 -1.98 0.47 -0.076
C -1.14 -0.62 -0.17 -0.364
C -2.21 0.18 0.13 0.035
C 1.79 1.63 -1.45 -0.104
C 0.51 1.09 -0.87 -0.169
C 0.11 -0.17 -0.84 -0.103
H -0.62 -1.96 1.44 0.086
H -2.15 -2.30 0.68 0.073
H -0.61 -2.72 -0.18 0.078
H -3.18 -0.09 -0.29 0.067
H -2.07 1.22 0.44 0.048
H 1.75 1.68 -2.56 0.085
H 2.64 1.02 -1.18 0.069
H 1.99 2.65 -1.12 0.067
H -0.04 1.93 -0.40 0.112
H 0.51 -1.06 -1.35 0.128
H 1.52 0.71 2.45 0.039
H 1.20 -0.05 1.22 -0.005
O 1.43 -0.21 2.15 -0.064

---

# 2
129
Properties=species:S:1:pos:R:3:lowdin_charge:R:1 method="wB97M-V/def2-TZVPD" total_charge=+4 total_energy_ev=-67922.084 e_above_lowest_ev=1.1486 orbital_gap_ev=9.09
N -1.45 11.68 11.23 -0.536
O -1.57 12.80 11.78 -0.022
O -1.89 11.47 10.10 -0.002
O -0.79 10.80 11.90 -0.103
C -3.58 10.57 15.99 -0.054
O -2.27 11.11 15.80 -0.189
C -1.28 10.16 15.54 -0.247
C 0.10 10.73 15.51 -0.074
N 0.41 11.78 14.46 0.088
H 1.42 11.80 14.35 0.181
H 0.02 11.35 13.60 0.115
C -0.22 13.13 14.63 -0.095
C 0.47 13.91 15.74 -0.218
O 0.62 13.30 16.99 -0.197
C -0.45 13.55 17.90 -0.060
H -3.52 9.83 16.79 0.102
H -3.87 9.97 15.12 0.074
H -4.25 11.40 16.18 0.105
H -1.54 9.67 14.58 0.116
H -1.27 9.24 16.14 0.143
H 0.85 9.94 15.57 0.143
H 0.27 11.28 16.44 0.126
H -1.29 12.96 14.72 0.125
H -0.08 13.71 13.72 0.118
H 0.02 14.90 15.88 0.142
H 1.45 14.23 15.39 0.137
H -0.33 14.56 18.28 0.104
H -0.30 12.89 18.75 0.101
H -1.44 13.39 17.47 0.089
C -4.36 13.10 5.76 -0.114
O -3.63 13.58 6.84 -0.184
C -4.35 13.59 8.06 -0.189
C -3.36 14.10 9.08 -0.101
N -3.19 15.60 8.96 0.080
H -3.06 15.84 7.97 0.178
H -4.03 16.11 9.24 0.181
C -2.10 16.28 9.80 -0.047
C -0.76 16.17 9.06 -0.205
O -0.30 14.85 8.94 -0.180
C 0.43 14.48 10.10 -0.098
H -5.31 13.55 5.45 0.105
H -4.60 12.03 5.90 0.092
H -3.79 13.07 4.83 0.096
H -4.78 12.61 8.26 0.134
H -5.19 14.30 8.05 0.140
H -2.38 13.65 9.00 0.098
H -3.66 13.92 10.11 0.130
H -2.09 15.77 10.76 0.131
H -2.41 17.32 9.87 0.146
H -0.07 16.84 9.58 0.143
H -0.81 16.63 8.07 0.143
H 0.01 14.86 11.04 0.080
H 1.39 15.00 10.10 0.105
H 0.55 13.41 10.20 0.075
C -2.05 8.93 7.84 -0.068
O -1.52 8.35 9.02 -0.190
C -0.53 7.38 8.89 -0.203
C 0.11 7.12 10.22 -0.080
N 0.61 8.37 10.94 0.062
H -0.13 9.04 11.18 0.120
H 1.00 8.03 11.82 0.177
C 1.72 9.20 10.30 -0.059
C 3.01 8.44 10.05 -0.181
O 3.35 8.55 8.68 -0.217
C 4.24 7.55 8.21 -0.081
H -2.89 8.37 7.45 0.101
H -1.29 9.16 7.09 0.079
H -2.43 9.92 8.10 0.069
H 0.18 7.55 8.07 0.133
H -1.03 6.43 8.63 0.133
H 0.91 6.39 10.18 0.140
H -0.59 6.81 11.00 0.122
H 1.83 10.05 10.97 0.128
H 1.22 9.56 9.40 0.126
H 3.10 7.38 10.32 0.133
H 3.80 8.99 10.58 0.142
H 4.52 7.66 7.17 0.088
H 3.78 6.55 8.22 0.096
H 5.12 7.50 8.85 0.105
C -4.64 10.85 12.25 -0.072
O -5.07 9.55 11.88 -0.189
C -4.53 9.07 10.65 -0.160
C -3.95 7.67 10.97 -0.100
N -4.98 6.91 11.77 0.080
H -5.47 7.65 12.29 0.170
H -5.66 6.66 11.04 0.193
C -4.51 5.73 12.58 -0.059
C -3.77 4.64 11.80 -0.194
O -2.56 5.11 11.27 -0.223
C -1.93 4.23 10.34 -0.069
H -3.65 10.83 12.72 0.077
H -5.31 11.27 12.99 0.103
H -4.65 11.58 11.44 0.088
H -3.78 9.71 10.19 0.105
H -5.36 8.90 9.96 0.139
H -2.96 7.65 11.41 0.118
H -3.80 7.23 9.98 0.126
H -5.40 5.31 13.04 0.148
H -3.83 6.13 13.32 0.141
H -4.42 4.13 11.08 0.143
H -3.52 3.88 12.56 0.146
H -0.92 4.58 10.17 0.071
H -2.49 4.23 9.40 0.104
H -1.83 3.23 10.75 0.110
C -0.20 12.10 7.09 -0.061
O 0.37 10.86 6.66 -0.207
C 1.79 10.90 6.62 -0.205
C 2.33 9.74 5.80 -0.097
N 1.96 9.82 4.35 0.070
H 1.06 10.29 4.21 0.186
H 2.63 10.45 3.88 0.175
C 2.10 8.51 3.61 -0.075
C 2.15 8.80 2.13 -0.194
O 3.29 9.64 1.97 -0.194
C 3.13 10.57 0.90 -0.072
H 0.38 12.56 7.90 0.077
H -1.21 11.87 7.41 0.070
H -0.25 12.81 6.27 0.106
H 2.18 10.88 7.64 0.120
H 2.16 11.82 6.16 0.142
H 1.94 8.79 6.16 0.124
H 3.41 9.74 5.94 0.145
H 1.20 7.95 3.87 0.142
H 2.96 7.98 4.01 0.144
H 1.26 9.26 1.71 0.136
H 2.28 7.85 1.59 0.148
H 2.32 11.29 1.08 0.091
H 2.85 10.11 -0.04 0.104
H 4.06 11.14 0.84 0.102

---

# 3
45
Properties=species:S:1:pos:R:3:lowdin_charge:R:1 method="wB97M-V/def2-TZVPD" total_charge=+1 total_energy_ev=-34835.603 orbital_gap_ev=7.57
C -0.38 2.71 3.22 -0.161
Si 0.08 1.35 2.03 0.594
C 1.35 0.23 2.85 -0.168
C 0.81 2.12 0.44 -0.218
C 1.84 1.25 -0.31 -0.123
C 1.27 0.33 -1.37 -0.423
F 1.63 0.86 -2.65 -0.005
F -0.09 0.33 -1.42 0.091
C 1.79 -1.12 -1.35 -0.201
C 0.97 -1.99 -0.33 -0.094
C 0.43 -3.16 -1.17 -0.066
C 0.30 -2.48 -2.51 -0.437
O -0.60 -2.48 -3.28 0.145
N 1.53 -1.70 -2.70 0.079
C -1.40 0.30 1.54 -0.269
C -2.37 0.83 0.68 -0.110
C -3.46 0.07 0.27 -0.079
C -3.60 -1.24 0.73 -0.079
C -2.66 -1.78 1.60 -0.080
C -1.57 -1.01 2.00 -0.110
H 0.38 2.83 4.00 0.035
H -0.48 3.69 2.74 0.032
H -1.33 2.51 3.73 0.038
H 1.34 -0.76 2.41 0.012
H 1.13 0.12 3.91 0.045
H 2.36 0.63 2.77 0.039
H 1.33 3.02 0.78 0.083
H 0.00 2.45 -0.21 0.070
H 2.55 1.91 -0.83 0.126
H 2.44 0.66 0.39 0.107
H 2.86 -1.10 -1.15 0.159
H 1.58 -2.30 0.51 0.119
H 0.10 -1.41 -0.02 0.092
H -0.51 -3.51 -0.76 0.125
H 1.12 -4.00 -1.22 0.131
H 2.24 -2.41 -2.81 0.134
H -2.27 1.85 0.32 0.099
H -4.18 0.50 -0.41 0.104
H -4.44 -1.84 0.40 0.107
H -2.76 -2.79 1.97 0.107
H -0.84 -1.44 2.68 0.097
O 0.35 2.21 -4.31 0.322
H 0.47 1.63 -3.50 0.140
H -0.45 1.96 -4.81 0.197
H 1.15 2.16 -4.87 0.193

---

# 4
110
Properties=species:S:1:pos:R:3:lowdin_charge:R:1 method="wB97M-V/def2-TZVPD" total_charge=+1 total_energy_ev=-100033.699 e_above_lowest_ev=5.7438 orbital_gap_ev=1.62
Hg -2.96 4.07 -2.59 0.916
C -1.26 0.37 -1.03 -0.146
O -2.45 0.91 -1.54 -0.096
H -1.14 -0.60 -1.51 0.113
H -0.40 0.99 -1.28 0.110
H -1.29 0.16 0.04 0.079
C 6.86 0.63 4.45 -0.094
C 5.74 1.42 3.78 -0.228
N 4.74 0.60 3.05 -0.200
C 4.04 -0.29 3.97 -0.274
C 2.97 0.45 4.79 -0.081
C 5.33 -0.14 1.96 -0.270
C 4.24 -0.71 1.07 -0.098
H 7.51 1.37 4.90 0.075
H 7.46 0.01 3.77 0.069
H 6.57 0.00 5.29 0.067
H 5.26 2.00 4.57 0.104
H 6.18 2.09 3.04 0.108
H 3.43 -1.00 3.41 0.097
H 4.71 -0.86 4.61 0.109
H 3.35 1.22 5.46 0.061
H 2.30 0.97 4.11 0.069
H 2.50 -0.29 5.43 0.071
H 5.96 -0.93 2.37 0.111
H 5.96 0.51 1.35 0.118
H 3.75 -1.60 1.46 0.058
H 4.56 -0.97 0.06 0.070
H 3.41 0.00 1.05 0.068
C -0.03 -4.79 1.33 -0.080
C -0.87 -4.11 2.45 -0.218
N -1.30 -4.95 3.61 -0.176
C -2.11 -6.09 3.19 -0.276
C -2.60 -7.07 4.24 -0.095
C -2.01 -4.27 4.66 -0.281
C -1.15 -3.20 5.30 -0.093
H -0.67 -5.52 0.84 0.057
H 0.88 -5.34 1.60 0.081
H 0.09 -4.07 0.52 0.063
H -0.24 -3.31 2.83 0.098
H -1.79 -3.68 2.07 0.110
H -2.91 -5.86 2.49 0.122
H -1.38 -6.71 2.67 0.106
H -1.93 -7.29 5.07 0.084
H -3.46 -6.58 4.68 0.066
H -2.89 -8.02 3.79 0.081
H -2.19 -4.94 5.49 0.111
H -2.94 -3.90 4.23 0.124
H -1.58 -3.07 6.29 0.071
H -1.11 -2.22 4.82 0.061
H -0.13 -3.54 5.48 0.084
C -4.65 1.00 3.64 -0.231
C -3.39 1.79 3.88 -0.221
C -3.64 3.28 3.49 -0.207
S -4.86 3.25 2.17 0.661
O -4.29 3.64 0.90 -0.386
O -6.04 3.91 2.64 -0.309
C -5.14 1.41 2.23 -0.191
H -5.42 1.25 4.36 0.118
H -4.53 -0.06 3.86 0.114
H -2.51 1.41 3.36 0.110
H -3.12 1.87 4.94 0.114
H -2.85 3.84 2.99 0.096
H -4.03 3.82 4.35 0.109
H -4.47 0.88 1.56 0.091
H -6.19 1.16 2.04 0.105
C 3.81 5.67 -0.71 -0.211
C 3.59 4.27 -0.15 -0.218
C 2.32 4.30 0.76 -0.171
S 1.25 5.70 0.06 0.707
O 1.19 6.85 0.97 -0.329
O 0.07 5.12 -0.56 -0.423
C 2.44 6.08 -1.31 -0.214
H 4.66 5.80 -1.37 0.120
H 3.92 6.36 0.14 0.113
H 4.41 3.87 0.46 0.109
H 3.54 3.58 -0.99 0.109
H 2.58 4.74 1.72 0.095
H 1.71 3.40 0.79 0.089
H 2.27 7.12 -1.58 0.103
H 2.13 5.46 -2.15 0.094
C -5.42 -1.56 -5.42 -0.211
C -4.91 -0.88 -6.70 -0.210
C -4.62 0.62 -6.37 -0.207
S -6.02 1.14 -5.27 0.690
O -7.16 1.43 -6.11 -0.316
O -5.49 2.11 -4.32 -0.418
C -6.23 -0.58 -4.53 -0.183
H -4.67 -2.03 -4.78 0.107
H -6.07 -2.35 -5.78 0.111
H -5.58 -1.02 -7.55 0.116
H -3.97 -1.29 -7.07 0.108
H -4.71 1.34 -7.18 0.101
H -3.72 0.65 -5.76 0.094
H -7.30 -0.77 -4.47 0.099
H -5.72 -0.60 -3.56 0.087
C 2.46 -0.33 -5.43 -0.196
C 3.35 -1.52 -6.02 -0.194
C 3.88 -1.17 -7.45 -0.214
S 2.53 -0.21 -8.23 0.731
O 1.70 -1.08 -9.08 -0.340
O 3.13 1.03 -8.77 -0.360
C 1.66 0.26 -6.64 -0.207
H 3.10 0.47 -5.04 0.099
H 1.84 -0.64 -4.59 0.096
H 2.74 -2.43 -6.10 0.103
H 4.14 -1.84 -5.34 0.102
H 4.18 -1.98 -8.11 0.102
H 4.79 -0.57 -7.37 0.099
H 0.65 -0.18 -6.64 0.088
H 1.64 1.33 -6.48 0.090

---

# 5
15
Properties=species:S:1:pos:R:3:lowdin_charge:R:1 method="wB97M-V/def2-TZVPD" total_charge=-1 smiles="CCC(=O)NC[O-]" total_energy_ev=-9863.289 e_above_lowest_ev=1.4981 orbital_gap_ev=7.14
O -1.99 -0.95 0.51 -0.054
C -0.92 -0.59 -0.01 -0.573
N -0.76 -0.35 -1.31 0.090
C 0.40 0.56 -1.97 -0.506
O -0.06 1.31 -2.92 -0.294
C 0.32 -0.68 0.87 -0.192
C 0.31 0.38 1.95 -0.116
H -1.61 -0.43 -1.86 0.114
H 1.11 -0.22 -2.28 0.070
H 0.76 1.12 -1.08 0.079
H 0.31 -1.68 1.28 0.098
H 1.21 -0.62 0.24 0.092
H 1.28 0.44 2.45 0.058
H -0.57 0.31 2.58 0.065
H 0.23 1.40 1.55 0.071

---

# 6
90
Properties=species:S:1:pos:R:3:lowdin_charge:R:1 method="wB97M-V/def2-TZVPD" total_charge=-2 total_energy_ev=-166513.698 e_above_lowest_ev=1.7868 orbital_gap_ev=4.62
Ti -0.21 -0.66 -0.03 0.375
Cl -4.57 3.73 -3.87 0.633
C -3.74 2.73 -2.73 -0.689
C -2.82 1.79 -3.18 -0.124
C -2.13 1.06 -2.24 -0.522
Cl -1.04 -0.22 -2.65 0.806
C -2.28 1.24 -0.84 -0.433
O -1.48 0.66 0.00 -0.236
C -3.35 2.08 -0.46 -0.569
Cl -3.80 2.13 1.21 0.758
C -4.05 2.84 -1.38 -0.139
H -2.64 1.64 -4.23 0.105
H -4.82 3.52 -1.05 0.098
S 4.67 -0.03 -0.29 -0.325
Sb 2.73 -0.95 0.59 0.041
S 0.16 -0.95 2.29 0.604
S 1.40 -1.81 -1.27 0.011
S 3.31 -2.83 1.78 -0.321
C -0.62 2.04 2.93 -0.230
N -0.45 3.25 3.73 -0.089
C -0.75 4.41 2.90 -0.192
N 0.09 4.47 1.71 -0.084
C -0.11 3.23 0.96 -0.172
N 0.23 2.04 1.74 -0.116
C 1.62 2.15 2.18 -0.213
N 1.85 3.36 2.97 -0.084
C 0.96 3.33 4.12 -0.189
C 1.48 4.51 2.15 -0.188
H -1.66 1.97 2.62 0.069
H -0.36 1.18 3.55 0.070
H -0.60 5.32 3.49 0.116
H -1.80 4.35 2.59 0.113
H 0.49 3.24 0.05 0.094
H -1.16 3.18 0.68 0.101
H 2.28 2.19 1.31 0.097
H 1.87 1.28 2.79 0.097
H 1.11 4.23 4.71 0.115
H 1.20 2.45 4.73 0.127
H 2.14 4.54 1.28 0.111
H 1.64 5.42 2.74 0.117
N 7.00 -1.09 -8.03 0.132
C 6.37 -0.66 -7.16 -0.219
C 5.60 -0.11 -6.12 -0.246
C 4.80 -0.94 -5.31 -0.006
C 4.06 -0.41 -4.29 0.017
C 4.07 0.97 -4.05 -0.165
C 4.86 1.80 -4.85 -0.007
C 5.61 1.27 -5.87 -0.031
N 3.29 1.52 -3.03 -0.035
C 3.55 2.65 -2.31 -0.096
C 2.53 2.78 -1.42 -0.166
N 1.63 1.76 -1.57 0.082
C 2.13 1.03 -2.54 -0.254
H 4.78 -2.01 -5.49 0.121
H 3.48 -1.05 -3.64 0.103
H 4.87 2.87 -4.67 0.108
H 6.22 1.92 -6.50 0.113
H 4.45 3.22 -2.43 0.109
H 2.39 3.58 -0.71 0.075
H 1.65 0.16 -2.97 0.030
C -2.54 -5.18 3.67 -0.096
O -3.05 -4.92 2.39 -0.103
C -2.14 -4.88 1.34 -0.233
C -2.61 -5.43 0.16 -0.030
C -1.82 -5.50 -0.97 -0.110
C -0.50 -5.08 -0.90 -0.102
C -0.02 -4.51 0.27 -0.052
C -0.85 -4.33 1.38 -0.214
N -0.37 -3.64 2.50 0.027
C -0.94 -2.35 2.82 -0.567
C -2.29 -2.07 2.24 -0.202
C -3.39 -1.89 3.06 -0.050
C -4.64 -1.61 2.53 -0.110
C -4.80 -1.51 1.16 -0.111
C -3.71 -1.66 0.32 -0.012
C -2.43 -1.92 0.84 -0.350
O -1.40 -2.00 0.03 -0.246
H -1.72 -5.90 3.64 0.097
H -3.38 -5.61 4.24 0.084
H -2.19 -4.27 4.17 0.068
H -3.63 -5.80 0.15 0.108
H -2.23 -5.89 -1.89 0.086
H 0.15 -5.15 -1.76 0.096
H 1.00 -4.16 0.32 0.055
H 0.65 -3.56 2.48 0.051
H -0.95 -2.23 3.91 0.096
H -3.26 -1.97 4.13 0.110
H -5.49 -1.48 3.19 0.088
H -5.76 -1.28 0.73 0.093
H -3.81 -1.57 -0.76 0.121